150
Properties=species:S:1:pos:R:3:forces:R:3 method="wB97M-V/def2-TZVPD" mol_weight_g_mol=985.038 multiplicity=2 s_squared=0.7735 total_charge=+1 homo_energy_ev="-10.1809 / -10.1809" total_energy_ev=-112398.77961
C 7.5892 0.0372 5.8375 -0.140 -0.137 0.943
O 8.2185 -0.6195 6.6397 0.591 0.406 0.002
N 6.6354 -0.4827 5.0660 0.812 -1.798 -0.064
C 6.4038 -1.9394 5.0493 -0.756 0.212 -0.078
C 5.7818 0.2710 4.2593 -1.115 0.468 -1.576
H 7.6402 1.1302 5.7151 0.372 0.120 0.092
H 6.3215 -2.3572 4.0459 0.570 0.398 -0.378
H 5.3889 -2.1108 5.4082 -0.051 -0.136 0.619
H 7.1285 -2.5153 5.6248 -0.091 0.500 0.043
H 6.0597 1.2916 3.9960 0.583 0.052 0.622
H 5.7427 -0.2300 3.2921 -0.456 -0.068 -0.212
H 4.7829 0.3272 4.6919 -0.346 -0.050 -0.089
C 6.4994 -2.5818 -0.2821 -2.080 0.028 0.779
O 6.0032 -2.5929 0.8688 0.991 -0.207 -2.588
N 5.9173 -3.0789 -1.4305 2.281 0.674 0.063
C 6.5527 -2.9209 -2.7255 1.460 0.189 0.540
C 4.6575 -3.6716 -1.5546 -2.460 -0.337 2.013
H 7.4207 -2.0356 -0.5371 0.171 -0.285 0.259
H 6.1552 -2.0513 -3.2488 -0.149 -0.279 -0.363
H 6.5315 -3.8577 -3.2824 -0.543 0.190 -0.183
H 7.6246 -2.7778 -2.5890 0.069 0.376 0.100
H 4.3769 -3.9296 -2.5758 0.294 -0.038 0.264
H 4.5253 -4.4893 -0.8460 0.309 -0.667 -0.394
H 3.9092 -3.0042 -1.1271 -0.352 0.452 -0.429
C 1.8829 -2.2103 4.8496 -1.866 -0.083 -2.162
O 1.2287 -2.9099 4.0059 2.193 1.903 2.798
N 1.3058 -1.3402 5.7230 -0.353 -3.301 -1.709
C 2.0575 -0.5275 6.5942 -0.996 1.604 1.824
C -0.1523 -1.2875 5.6629 -0.144 1.105 0.274
H 2.9698 -2.0350 4.8395 0.118 -0.797 -0.133
H 1.9781 0.5247 6.3208 0.756 0.216 -0.665
H 3.0633 -0.8298 6.8860 -0.108 -0.211 -0.598
H 1.4762 -0.4442 7.5125 0.221 -0.511 0.532
H -0.3970 -0.9466 4.6569 -0.398 0.373 0.171
H -0.7841 -2.1622 5.8168 0.921 -0.663 0.085
H -0.4495 -0.6091 6.4626 -0.250 0.392 -0.402
C -0.9615 6.0703 1.5595 -0.626 -1.383 2.198
O -0.6731 5.9226 2.7418 0.213 0.962 -2.411
N -0.4260 7.0240 0.6843 1.135 2.093 -1.470
C -1.0520 7.1924 -0.6115 -0.300 -1.210 -0.699
C 0.6735 7.9330 0.9976 -0.680 0.365 0.757
H -1.7335 5.4528 1.0748 0.173 0.143 -0.009
H -0.4050 6.8319 -1.4112 0.632 -0.954 0.126
H -1.1618 8.1615 -1.0982 -0.220 0.812 1.340
H -1.9716 6.6103 -0.6711 0.042 0.197 0.059
H 0.8655 7.8984 2.0700 0.265 -0.061 -0.247
H 1.5689 7.9119 0.3763 0.255 -1.370 -0.088
H 0.3989 8.9331 0.6623 -0.797 0.270 0.427
C 5.5116 3.4316 1.1083 0.630 -1.304 -1.240
O 4.9508 4.4731 1.2998 -0.922 1.330 0.178
N 5.6990 2.8237 -0.0965 -1.043 -0.181 -1.469
C 6.3524 1.5442 -0.2263 0.010 0.249 0.306
C 5.1054 3.2433 -1.4238 0.331 0.474 1.813
H 5.9683 2.8472 1.9220 0.084 -0.083 0.065
H 6.4270 1.0857 0.7598 0.439 -0.143 -0.124
H 7.3075 1.7455 -0.7114 0.287 -0.592 0.177
H 5.7508 0.8959 -0.8635 -0.006 -0.103 0.041
H 5.8677 3.2809 -2.2020 0.277 0.336 0.278
H 4.3690 2.5298 -1.7936 -0.223 -0.116 0.491
H 4.6631 4.2154 -1.2058 -0.029 0.031 -0.548
C -3.1575 -5.3937 -3.3431 -1.324 -0.340 0.194
O -2.4041 -6.3147 -3.2020 1.066 -1.360 0.060
N -4.5216 -5.5541 -3.4346 0.789 0.835 -0.813
C -5.1623 -6.9531 -3.3888 -0.595 2.185 1.232
C -5.4167 -4.3392 -3.4352 -1.202 -2.311 0.311
H -2.7023 -4.3912 -3.3512 -0.912 0.474 -0.192
H -5.4864 -7.0819 -2.3561 0.518 -0.351 0.402
H -4.5911 -7.8278 -3.6996 0.339 0.748 -0.235
H -6.1560 -6.9031 -3.8340 0.347 0.116 -0.891
H -6.0985 -4.4036 -4.2832 0.185 0.113 -0.277
H -6.0657 -4.5392 -2.5826 -0.234 0.491 0.269
H -5.0795 -3.3051 -3.3637 0.998 -0.466 -0.060
C -5.9208 2.4151 -7.1536 1.496 0.633 -1.221
C -6.7539 1.5040 -6.4038 -2.921 -2.460 0.037
O -6.6913 1.5019 -5.0151 2.231 -0.434 3.900
P -5.6172 0.6829 -4.1330 1.250 -1.090 -0.481
O -5.8279 -0.7691 -3.8598 -0.133 1.441 -0.426
O -5.3616 1.5223 -2.8225 -1.271 0.982 -0.737
C -4.8239 1.0033 -1.5819 -0.357 0.163 -1.400
C -3.5633 1.8413 -1.2585 -0.964 -1.680 0.429
O -4.2350 0.9595 -4.9489 -3.481 1.464 0.517
C -3.1031 0.2083 -4.8718 2.422 -0.287 -1.453
C -2.0147 1.0918 -5.4996 0.688 -0.851 -0.244
H -5.6295 3.3420 -6.6596 -0.624 0.130 -0.033
H -4.9723 1.9391 -7.4021 0.077 -0.056 0.023
H -6.4367 2.5500 -8.1043 0.139 0.569 -0.044
H -7.8398 1.5783 -6.4635 -0.122 1.153 -0.940
H -6.7088 0.4778 -6.7684 0.848 -0.278 -0.116
H -5.6734 0.9730 -0.8996 0.447 0.652 0.530
H -4.6758 -0.0552 -1.7954 0.851 -0.081 0.347
H -2.8988 1.8948 -2.1208 -0.100 -0.088 -0.004
H -3.7663 2.8451 -0.8851 -0.200 -0.140 0.019
H -3.1187 1.1966 -0.5004 0.655 0.531 0.317
H -2.7913 -0.1126 -3.8779 -0.405 -0.204 0.087
H -3.2299 -0.6011 -5.5908 0.145 -0.706 0.583
H -1.5271 1.8022 -4.8321 -0.582 0.378 -0.029
H -1.1803 0.4918 -5.8627 0.042 -0.390 0.140
H -2.4341 1.5012 -6.4186 0.008 0.567 0.284
C -0.6826 -2.6298 -1.5940 -0.633 -0.250 -2.313
C -1.0633 -1.1649 -1.4302 1.762 -1.750 1.077
O 0.2026 -0.5151 -1.8341 -0.146 2.277 1.275
P 1.0500 0.5272 -0.8941 -1.077 -0.126 -1.756
O 2.4467 0.6632 -1.3661 -1.160 0.380 0.363
O 0.1349 1.9694 -1.0436 1.278 -1.563 1.056
C 0.3484 3.0749 -0.1307 1.718 0.289 -0.605
C 1.7668 3.7051 -0.2205 0.976 -0.715 -0.044
O 0.8731 -0.0644 0.5642 -0.443 0.295 -0.180
C 1.9496 -0.1394 1.5481 1.407 0.433 -1.346
C 3.1434 -0.9695 1.0224 -1.251 0.669 0.046
H -0.6322 -2.8265 -2.6650 -0.032 0.013 -0.417
H 0.3541 -2.8436 -1.3336 -0.393 -0.072 1.006
H -1.4791 -3.3109 -1.2944 0.374 -0.069 0.727
H -1.9366 -0.9054 -2.0286 0.385 0.484 -0.032
H -1.2419 -1.1407 -0.3552 -0.075 1.249 -0.131
H -0.2542 3.8973 -0.5163 -0.927 -0.424 0.286
H 0.1674 2.7638 0.8982 -0.563 0.137 -0.025
H 2.5365 3.3123 0.4437 -0.206 -0.820 0.052
H 2.1681 3.5716 -1.2251 -0.161 0.034 -0.086
H 1.9236 4.7511 0.0430 -0.979 0.473 -0.121
H 2.3129 0.8844 1.6378 -0.215 0.130 0.805
H 1.5410 -0.5920 2.4516 -0.187 0.307 -0.137
H 3.8601 -1.0477 1.8399 -0.088 -0.765 -0.109
H 2.6505 -1.8630 0.6392 0.756 -0.646 0.424
H 3.6388 -0.4961 0.1747 -0.148 0.134 0.195
C -1.3752 1.8347 3.5355 0.822 0.680 0.878
C -2.4057 1.5974 2.4450 0.087 1.211 0.779
O -2.0745 0.4109 1.7706 -1.975 -3.138 -0.198
P -2.9987 -0.9763 2.0906 0.513 0.370 0.573
O -3.4138 -1.0745 3.5323 0.734 0.160 -2.486
O -4.1895 -0.9389 0.9875 0.936 -0.452 0.630
C -4.9712 -2.1354 0.7430 -2.945 0.054 -0.917
C -6.4736 -1.7016 0.4155 0.872 0.364 0.220
O -2.0902 -2.1622 1.4734 -1.897 1.391 0.241
C -1.2604 -2.9338 2.3346 1.620 -1.722 -0.248
C -1.1108 -4.3779 1.7074 -0.774 2.218 -0.153
H -0.3641 1.5160 3.2823 -0.158 -0.684 -0.328
H -1.1364 2.8503 3.8511 -0.727 0.669 -0.523
H -1.6599 1.4101 4.4981 -0.065 -0.632 -0.270
H -3.3919 1.6390 2.9074 -0.179 -0.657 -0.026
H -2.4719 2.3802 1.6894 0.483 0.168 -0.146
H -4.6212 -2.8310 -0.0197 0.817 0.754 -0.408
H -5.1434 -2.8130 1.5793 0.659 0.574 0.730
H -7.0933 -2.5550 0.1401 0.089 -0.381 0.883
H -6.7873 -1.1324 1.2905 -0.497 -0.574 0.257
H -6.7781 -1.0377 -0.3936 1.263 0.270 -0.504
H -0.3190 -2.3844 2.3307 0.013 -0.360 0.743
H -1.7348 -3.1022 3.3014 0.262 0.649 0.134
H -0.5735 -5.0995 2.3228 -0.239 0.264 0.071
H -2.1750 -4.5732 1.5746 0.081 -1.030 -0.088
H -0.6695 -4.2897 0.7147 0.131 -0.176 0.114